The molecule C4H7NO in a non-equilibrium geometry. Source: the Open Molecules 2025 dataset; level of theory: ωB97M-V/def2-TZVPD.

The geometry in XYZ format:
```
13
Properties=species:S:1:pos:R:3:forces:R:3
C -0.334643 1.299769 0.144652 -0.0270 0.0755 -0.0073
C 0.279359 -0.094169 -0.001845 -0.2722 -0.0162 -0.1107
C -0.731873 -1.210544 0.302718 -0.0625 -0.0694 0.0179
O 1.357805 -0.251747 0.899789 0.1956 0.1561 0.0163
C 0.761601 -0.274568 -1.401930 0.3451 -0.1279 -0.9983
N 1.104712 -0.420258 -2.497468 -0.3019 0.1854 1.0946
H -0.638566 1.430336 1.188300 0.0188 -0.0426 -0.1758
H 0.395197 2.077100 -0.109145 -0.1020 -0.1252 0.0055
H -1.205734 1.422711 -0.504736 0.1099 -0.0386 0.0675
H -0.212720 -2.027812 0.807822 -0.0444 0.0904 -0.1030
H -1.176689 -1.599552 -0.615818 0.0018 0.0946 0.1271
H -1.534507 -0.845353 0.948660 0.1724 -0.0195 -0.0108
H 1.957269 0.498643 0.783473 -0.0335 -0.1628 0.0771
```
Positions in Å, forces in eV/Å.

Output
- E_tot: -7798.613 eV
- LUMO energy: 0.72 eV
- 2S+1: 1
- Charge: 0
- Molecular weight: 85.106 g/mol
- SMILES: CC(C)(O)C#N
- Orbital gap: 12.0971 eV

A structure of composition C20H33Be2Br2CaKN3O17PS in a non-equilibrium geometry. Source: the Open Molecules 2025 dataset; level of theory: ωB97M-V/def2-TZVPD.

The geometry in XYZ format:
```
81
Properties=species:S:1:pos:R:3:forces:R:3
C 4.058105 0.701401 0.158078 -0.1162 -0.1576 0.0202
C 3.782743 -0.596429 -0.632286 0.0475 0.3993 1.0184
C 2.311952 -0.562273 -0.953357 0.4019 -0.8918 -1.3421
O 1.946769 -0.153381 -2.025748 -0.4276 0.8220 0.1471
O 1.464307 -0.990954 -0.007513 0.6506 0.4697 0.9167
C 0.488163 -0.016252 0.361118 -0.9887 0.0890 -0.1074
C -0.862430 -0.299083 -0.344462 1.0593 -0.6273 0.6319
N -1.943770 -0.249882 0.621988 -1.2854 1.0524 -1.5287
N -1.985548 -1.386918 1.449752 0.9745 -0.8450 1.1417
C -3.284127 0.045369 -0.013737 0.0464 -1.0228 0.3884
C -3.283090 1.549584 -0.213090 -0.0359 0.0264 0.7377
C -2.947858 2.295000 1.098657 -0.7311 0.2912 -0.5720
C -1.763915 3.231269 0.943263 -0.0023 -0.4203 0.4666
S -1.970832 4.485668 -0.326127 -0.6187 2.0726 1.1410
O -1.638469 5.733293 0.280865 0.9407 0.0975 0.0497
O -3.277529 4.471375 -0.889024 -0.0050 -1.2723 -0.6751
O -0.811583 4.195839 -1.407868 -0.1206 -0.4740 0.4438
C -3.528320 -0.727489 -1.417299 -1.1863 0.5062 0.3521
C -3.309744 0.110832 -2.636796 0.2890 1.1324 -0.7305
O -2.401672 0.198074 -3.348387 2.2469 -2.5826 0.7188
O -4.344175 1.085282 -3.052173 -3.3112 -2.7585 2.2714
C -4.511980 -0.460826 0.943261 -1.4244 -2.2954 0.5923
O -5.149985 0.316893 1.595984 0.6883 1.2050 -0.2112
O -4.869372 -1.779246 0.957563 2.8690 1.5980 -1.7709
H 3.377922 1.464761 -0.213337 0.9026 -3.3910 0.8519
H 5.118232 1.100601 0.004107 -1.3188 -0.3652 0.4762
H 3.868074 0.511253 1.212547 0.0734 0.3398 0.1527
H 4.377938 -0.579726 -1.543090 -0.2072 -0.3379 -0.2234
H 4.038350 -1.436337 0.008102 0.0670 -0.2447 -0.2194
H 0.329628 -0.016719 1.461425 0.3884 -0.5628 0.0915
H 0.847339 0.974652 0.054024 -0.0252 0.0644 -0.0532
H -0.762658 -1.324545 -0.755304 0.1078 0.1037 -0.3263
H -0.980998 0.389770 -1.172594 -0.4335 -0.0736 -0.1071
H -2.140398 -1.049677 2.401672 0.2343 -0.2421 0.1900
H -1.039776 -1.798730 1.541993 0.3342 0.7809 0.5409
H -2.499283 1.836414 -0.916897 -0.1834 -0.3029 -0.4397
H -4.233788 1.884068 -0.613542 -0.0394 0.1004 -0.0341
H -2.752797 1.627184 1.929377 0.0873 -0.1337 -0.0279
H -3.826094 2.874927 1.371092 0.0092 0.1169 0.1095
H -0.817306 2.696548 0.834301 -0.0065 -0.1013 -0.2726
H -1.661428 3.791672 1.870695 0.0722 0.3218 -0.1066
H -0.587650 3.258736 -1.330235 -0.1253 -0.1404 -0.5592
H -4.586446 -1.041236 -1.422691 0.0549 0.0183 0.2227
H -2.957109 -1.672671 -1.528574 0.1490 1.5085 -1.3955
H -3.829176 1.708568 -3.794943 1.4585 0.9482 -1.6028
Be 6.487783 0.175487 -0.880855 1.3003 -0.3379 -0.5796
C 4.181992 -2.387293 -3.514574 -0.1607 0.1751 -0.1235
O 5.604541 -2.531161 -3.380938 0.0705 0.2748 0.0349
C 6.009993 -3.759166 -3.047682 -0.0429 0.0225 -0.0585
O 5.309079 -4.709536 -2.859227 -0.0184 -0.0806 0.0368
O 7.345845 -3.738766 -2.959384 0.1457 0.0808 0.0289
C 7.918414 -4.998889 -2.607000 0.1870 -0.1294 0.0367
H 3.998306 -1.348764 -3.786035 0.1878 0.0233 -0.0478
H 3.795495 -3.029183 -4.302289 -0.0258 -0.1658 0.1374
H 3.676989 -2.604533 -2.577973 -0.0185 -0.3163 -0.0926
H 7.687123 -5.750266 -3.359174 -0.1232 -0.0307 0.0601
H 7.566271 -5.322111 -1.629241 -0.1161 -0.0626 -0.0549
H 8.994809 -4.856279 -2.567314 -0.0144 0.1712 -0.0460
Br -2.454263 2.230871 -4.919762 -0.8574 1.4069 -0.4158
Be -5.757549 0.453384 -2.851772 -1.2890 0.7361 1.9350
O 1.802403 -6.583271 -2.175424 -0.3097 0.4624 0.1635
P 1.328634 -5.321594 -2.897328 -0.0615 -0.0852 0.0636
O 1.959140 -4.103452 -2.230345 0.4020 -0.0232 0.0969
O -0.188674 -5.202945 -2.813292 -0.3366 -0.3328 -0.0080
O 1.756318 -5.328686 -4.361019 -0.1367 0.3571 0.0547
K 3.043141 3.109603 -0.507536 -0.9181 3.8566 -0.8562
Ca -3.020640 -2.785869 0.081694 -1.2567 -1.5314 1.5126
O 0.132600 -0.935602 3.278308 -0.5670 0.2088 -1.0813
H 0.952206 -0.792448 3.758857 -0.1051 -0.0965 0.1073
N -0.653647 2.252399 5.634716 -0.0065 0.1111 -0.0450
C -1.577602 2.275410 4.677214 -0.0527 0.0143 -0.1226
C -2.774120 2.978714 4.779795 0.2060 -0.0417 0.0314
C -3.017735 3.689681 5.944725 -0.1202 0.0500 -0.0451
C -2.067609 3.672008 6.949836 0.0043 -0.0109 -0.0004
C -0.906839 2.941365 6.742710 0.0920 -0.0388 0.0474
H -1.333574 1.696090 3.789303 -0.0041 -0.1020 0.0655
H -3.494589 2.972863 3.971861 -0.0101 -0.0594 0.0086
H -3.936392 4.249388 6.065706 -0.0063 -0.0023 -0.0026
H -2.219962 4.212400 7.873898 0.0165 -0.0062 0.0125
H -0.133252 2.902545 7.502122 -0.0374 0.0333 0.0473
Br -7.464823 -0.119053 -1.363335 2.4225 0.6481 -2.2688
```
Positions in Å, forces in eV/Å.

Output
- E_tot: -256317.459 eV
- LUMO energy: -2.68 eV
- 2S+1: 1
- Charge: 0
- Molecular weight: 907.537 g/mol
- Orbital gap: 4.8031 eV

A cluster of 2 separate species, C2H11N2O in total in a non-equilibrium geometry. Source: the Open Molecules 2025 dataset; level of theory: ωB97M-V/def2-TZVPD.

The geometry in XYZ format:
```
16
Properties=species:S:1:pos:R:3:forces:R:3
C 2.354829 -0.304510 1.116054 0.1247 -1.1390 -0.7761
N 1.667116 0.592129 0.194531 -1.5025 -0.1846 0.4462
H 3.317310 -0.033665 1.502194 0.5125 0.9227 0.2043
H 1.703500 -0.513920 1.968365 0.0630 -0.0773 -0.1641
H 2.594980 -1.237463 0.584410 -0.4529 0.0277 0.2256
H 2.010443 0.786697 -0.733430 0.6448 -0.0453 0.3451
H 1.350481 1.424786 0.667595 0.2986 0.2750 -0.2541
H -0.235785 -0.655374 -0.001658 -0.0356 0.0519 0.3131
N -1.092452 -0.834401 -0.557959 0.7994 -0.1792 -0.1852
C -1.793063 0.477001 -0.890561 -1.5596 -0.6050 -0.3550
O -3.057204 0.444032 -0.332155 -0.2230 -0.0485 0.4402
H -1.765923 -1.487288 -0.151380 0.0759 0.2071 0.4315
H -0.739939 -1.307108 -1.392572 -0.0651 0.1918 -0.1679
H -1.241687 1.315101 -0.510980 0.7867 0.1537 -0.2615
H -1.938713 0.409528 -1.975392 0.2935 0.6485 0.2713
H -3.133894 0.924455 0.512939 0.2395 -0.1996 -0.5134
```
Positions in Å, forces in eV/Å.

Output
- E_tot: -7273.034 eV
- LUMO energy: -3.43 eV
- 2S+1: 1
- Charge: +1
- Molecular weight: 79.123 g/mol
- Orbital gap: 10.0390 eV

A structure of composition C26H31BrN2O2ReSi2 in a non-equilibrium geometry. Source: the Open Molecules 2025 dataset; level of theory: ωB97M-V/def2-TZVPD.

The geometry in XYZ format:
```
65
Properties=species:S:1:pos:R:3:forces:R:3
Re -0.585981 -0.542456 -0.646504 0.4962 -0.8012 1.0130
C 2.195840 0.360584 2.274902 0.0952 0.1509 0.1349
Si 1.280541 -1.243324 2.262283 -0.2346 -0.0339 -0.2194
C 2.080564 -2.595011 1.262815 0.0778 0.0092 -0.1020
C 0.939060 -1.878687 3.972979 0.0025 -0.0216 0.1272
C -0.490050 -0.987320 1.443226 0.4317 -0.1073 -0.3804
C -1.105701 -2.318156 1.168755 -0.0308 -0.0363 -0.2700
C -1.694582 -3.288335 1.960642 0.0170 -0.0097 0.2478
C -2.218131 -4.412723 1.341625 0.0180 -0.0075 -0.0007
C -2.150361 -4.563430 -0.045726 -0.0483 -0.1064 0.1170
C -1.569272 -3.571338 -0.789286 0.1495 0.1891 0.0031
N -1.066035 -2.480004 -0.173680 -0.1833 -0.4457 -0.1563
Si -1.707381 0.294129 2.135450 -0.0545 -0.0865 -0.2772
C -0.949790 1.981096 2.023453 0.0482 0.1770 0.0700
C -3.050811 0.078203 0.799915 0.1040 0.0985 0.1140
C -2.373465 -0.144018 3.798485 -0.1907 0.0286 0.1278
H 3.262746 0.167249 2.421145 -0.0460 -0.0009 0.0274
H 1.867136 0.995206 3.101773 0.0161 -0.0185 -0.0242
H 2.087949 0.913503 1.345260 0.0459 0.0260 0.0506
H 3.144006 -2.665494 1.506707 -0.0463 -0.0128 0.0022
H 2.001097 -2.434056 0.184403 0.0585 -0.0516 0.0531
H 1.627233 -3.562083 1.498782 0.0262 0.0217 -0.0462
H 1.904036 -2.063329 4.456953 -0.0589 -0.0122 -0.0043
H 0.400687 -2.828836 3.958757 0.0389 0.0296 0.0482
H 0.394551 -1.172840 4.601652 0.0396 -0.0254 -0.0120
H -1.731068 -3.165451 3.034603 -0.0394 -0.0192 -0.0329
H -2.688636 -5.183194 1.939590 0.0314 0.0108 -0.0004
H -2.549801 -5.439520 -0.536430 0.0121 0.0078 0.0327
H -1.485865 -3.625972 -1.866124 0.0199 0.0665 -0.0039
H -0.295574 2.086819 1.154652 -0.0029 0.0409 0.0864
H -0.354075 2.210564 2.909925 -0.0129 -0.0254 -0.0346
H -1.736308 2.739690 1.961797 0.0426 -0.0227 0.0125
H -2.663265 -0.076367 -0.239234 -0.3373 -0.0037 -0.1012
H -3.711618 0.943659 0.709713 0.0769 -0.0091 -0.1077
H -3.666721 -0.800721 1.003701 0.0731 -0.0246 -0.0679
H -1.596868 -0.170604 4.563337 -0.0164 0.0159 -0.0333
H -2.895230 -1.103252 3.794715 0.0259 0.0319 0.0190
H -3.098141 0.621483 4.096090 0.0249 -0.0617 0.0045
N -0.885917 1.355768 -1.262086 -0.5036 0.9031 -0.4857
C -1.388268 2.310225 -1.679092 0.3388 0.1602 -0.1605
C -1.979001 3.481399 -2.199192 -0.1735 0.0635 0.1222
C -2.095870 3.643396 -3.586760 0.0811 -0.1278 0.0254
C -2.777784 4.740043 -4.069382 -0.0221 0.0786 -0.0302
C -3.332412 5.659941 -3.184769 -0.0039 0.0008 0.0161
C -3.189237 5.510192 -1.808040 -0.0086 0.0572 -0.0287
C -2.511337 4.421708 -1.302287 0.0609 -0.0957 0.0014
H -1.653181 2.921396 -4.260784 -0.0563 -0.0019 0.0109
H -2.881871 4.880235 -5.136518 0.0010 0.0037 0.0190
H -3.882694 6.507664 -3.572237 0.0361 -0.0046 -0.0008
H -3.609639 6.243951 -1.134051 0.0106 -0.0079 -0.0175
H -2.379527 4.292280 -0.235534 -0.0478 -0.0098 -0.0267
Br 7.400811 -1.102996 -4.007457 0.0112 0.0015 -0.0014
C 5.711060 -0.794049 -3.255760 0.1165 -0.0394 -0.0578
C 4.809175 -1.845107 -3.160599 -0.1778 -0.0485 0.0471
C 3.560541 -1.613235 -2.612929 0.0074 -0.0590 -0.1042
C 3.230958 -0.340027 -2.146707 -0.1408 -0.0847 -0.0123
C 4.148990 0.704397 -2.242767 0.0967 0.0768 0.0382
C 5.389076 0.480296 -2.806698 -0.0476 0.1289 0.0455
C 1.953936 -0.083894 -1.487356 0.5681 -0.1546 -0.0600
O 1.699094 0.866557 -0.771070 -0.2038 0.0799 0.0255
O 0.993810 -1.032774 -1.645039 -0.6556 0.1107 0.2155
H 5.082155 -2.830092 -3.511888 0.0051 0.0190 -0.0086
H 2.845475 -2.422697 -2.542335 0.0280 0.0196 0.0096
H 3.883068 1.686871 -1.875101 0.0187 -0.0172 0.0045
H 6.107841 1.282865 -2.894653 -0.0088 -0.0127 -0.0029
```
Positions in Å, forces in eV/Å.

Output
- E_tot: -122454.704 eV
- LUMO energy (alpha / beta): -7.20 / -7.76 eV
- 2S+1: 4
- Charge: +2
- Molecular weight: 725.829 g/mol
- Orbital gap (alpha / beta): 6.2731 / 5.7201 eV

A structure of composition C2H4BrCl in a non-equilibrium geometry. Source: the Open Molecules 2025 dataset; level of theory: ωB97M-V/def2-TZVPD.

The geometry in XYZ format:
```
8
Properties=species:S:1:pos:R:3:forces:R:3
C 0.838305 -0.290960 0.275251 -2.0722 4.6123 0.2005
C -0.634970 0.174491 -0.308778 3.3675 -0.1505 -1.9593
Cl -0.992559 1.904006 0.039864 0.4994 -0.5219 -0.2449
Br -2.218610 -0.809771 0.022311 -0.0150 -0.6539 0.3795
H 0.948012 0.098148 1.299424 0.0852 0.5762 -0.4082
H 0.811469 -1.275061 0.506959 0.3452 -3.4856 -0.5153
H 1.611770 0.177792 -0.411172 -0.9053 -1.1406 0.9332
H -0.363416 0.021355 -1.423859 -1.3050 0.7641 1.6145
```
Positions in Å, forces in eV/Å.

Output
- E_tot: -84702.945 eV
- LUMO energy: 0.85 eV
- 2S+1: 1
- Charge: 0
- Molecular weight: 143.411 g/mol
- Orbital gap: 11.2083 eV